24
Properties=species:S:1:pos:R:3 method="wB97M-V/def2-TZVPD" spin_multiplicity=1 homo_lumo_gap_ev=9.2126 total_charge=+1 smiles=C[C@@H]1[C@H]([C@@]2(C)C[NH2+]2)N1C e_homo_ha=-0.4612
C 1.8139 1.7372 -0.0862
C 1.5572 0.2967 -0.6429
C 0.0321 -0.3478 -0.5834
C -1.1652 0.1641 0.0110
C -0.9908 1.1198 1.1758
C -2.4484 0.1692 -0.9029
N -2.3977 -0.8440 0.1075
N 1.2378 -0.7658 0.2327
C 1.8224 -2.0975 0.2027
H 1.0711 2.4184 -0.6065
H 2.8740 1.9168 -0.1649
H 1.6299 1.8865 0.9613
H 2.2359 0.0514 -1.5665
H -0.1117 -1.1192 -1.4430
H -0.9236 2.1704 0.7950
H -0.0563 0.6278 1.5426
H -1.7916 0.9889 1.8242
H -3.2255 0.9142 -0.9534
H -2.1521 -0.0172 -2.0090
H -3.0853 -0.5192 0.9144
H -2.2899 -1.9329 -0.0196
H 1.8662 -2.5038 -0.8659
H 2.8256 -2.0917 0.6644
H 1.2822 -2.9275 0.6362

***

53
Properties=species:S:1:pos:R:3 method="wB97M-V/def2-TZVPD" spin_multiplicity=1 homo_lumo_gap_ev=8.6093 smiles="Cc1ccc(NC(=S)NCCC(c2ccccc2)c2ccccc2)c(C)c1" e_homo_ha=-0.2950
C 3.8680 3.8715 1.4136
C 3.5914 2.4283 1.1230
C 2.3603 1.8575 1.4110
C 2.1263 0.5208 1.1468
C 3.1137 -0.2709 0.5691
N 2.8801 -1.6260 0.2944
C 1.7831 -2.1922 -0.2777
S 1.6751 -3.8433 -0.3245
N 0.8671 -1.3754 -0.8238
C -0.3411 -1.8309 -1.4614
C -1.5588 -1.7823 -0.5316
C -1.8010 -0.3821 0.0482
C -3.0576 -0.2655 0.8875
C -3.3413 0.9735 1.4565
C -4.4741 1.1627 2.2238
C -5.3483 0.1103 2.4397
C -5.0741 -1.1253 1.8839
C -3.9380 -1.3135 1.1129
C -1.8545 0.6499 -1.0556
C -2.9060 0.6421 -1.9647
C -2.9605 1.5725 -2.9857
C -1.9651 2.5276 -3.1116
C -0.9202 2.5508 -2.2052
C -0.8675 1.6183 -1.1832
C 4.3705 0.2825 0.2920
C 5.4537 -0.5657 -0.3014
C 4.5828 1.6207 0.5769
H 4.5451 3.9597 2.2632
H 2.9505 4.4040 1.6509
H 4.3428 4.3511 0.5595
H 1.5801 2.4563 1.8585
H 1.1825 0.0728 1.4221
H 3.6197 -2.2800 0.5086
H 1.0457 -0.3823 -0.8181
H -0.5188 -1.2092 -2.3431
H -0.1770 -2.8648 -1.7773
H -2.4238 -2.1035 -1.1125
H -1.4030 -2.4887 0.2857
H -0.9560 -0.1376 0.7036
H -2.6638 1.7992 1.2881
H -4.6761 2.1326 2.6546
H -6.2356 0.2538 3.0383
H -5.7478 -1.9537 2.0489
H -3.7494 -2.2903 0.6966
H -3.6901 -0.0940 -1.8634
H -3.7834 1.5548 -3.6852
H -2.0074 3.2540 -3.9095
H -0.1434 3.2969 -2.2905
H -0.0518 1.6574 -0.4726
H 5.8084 -1.2981 0.4252
H 6.2983 0.0479 -0.6028
H 5.0857 -1.1075 -1.1720
H 5.5496 2.0536 0.3610

***

16
Properties=species:S:1:pos:R:3 method="wB97M-V/def2-TZVPD" spin_multiplicity=1 homo_lumo_gap_ev=8.7128 e_homo_ha=-0.3024
H 1.1493 -1.8380 -1.7399
N 0.2045 -2.0201 -1.3772
C -0.0872 -1.1615 -0.4772
C -1.4035 -1.0952 0.3921
O -2.4258 -0.5269 0.0247
C 0.7533 -0.1259 0.1737
N 1.8481 -0.5488 0.8711
C 0.0268 0.9972 0.5058
C -0.7817 1.8209 -0.4586
H -1.4397 -1.9801 1.0503
H 2.4273 0.1814 1.2703
H 2.2621 -1.4235 0.5653
H 0.4520 1.6071 1.3031
H -1.7008 2.1488 0.0336
H -0.2239 2.7039 -0.7839
H -1.0608 1.2606 -1.3531

***

Repeat the third record exactly.
16
Properties=species:S:1:pos:R:3 method="wB97M-V/def2-TZVPD" spin_multiplicity=1 homo_lumo_gap_ev=8.7128 e_homo_ha=-0.3024
H 1.1493 -1.8380 -1.7399
N 0.2045 -2.0201 -1.3772
C -0.0872 -1.1615 -0.4772
C -1.4035 -1.0952 0.3921
O -2.4258 -0.5269 0.0247
C 0.7533 -0.1259 0.1737
N 1.8481 -0.5488 0.8711
C 0.0268 0.9972 0.5058
C -0.7817 1.8209 -0.4586
H -1.4397 -1.9801 1.0503
H 2.4273 0.1814 1.2703
H 2.2621 -1.4235 0.5653
H 0.4520 1.6071 1.3031
H -1.7008 2.1488 0.0336
H -0.2239 2.7039 -0.7839
H -1.0608 1.2606 -1.3531